# 1
Computed, not measured: C3H5N3 as an isolated structure, with wB97M-V/def2-TZVPD.

Results
F_max = 0.537 eV/Å
relative energy (zero: lowest compared OMol25 entry of this formula, charge and spin) = 120.81 kcal per mole
HOMO = -7.72 eV

```
! wB97M-V def2-TZVPD RIJCOSX def2/J DEFGRID3
* xyz 0 1
N 1.7568 0.5885 0.6207
C 0.6014 0.2968 -0.0031
N 0.1416 0.7195 -1.1385
N -1.0344 -0.2464 -0.9567
C -1.9209 -0.1402 0.1961
C -0.5271 -0.6344 0.3832
H 2.0637 -0.0075 1.3720
H 2.4657 1.1007 0.1183
H -1.1122 -0.9208 -1.7084
H -2.1143 0.9059 0.4368
H -0.3202 -1.6621 0.6798
*
```


# 2
Computed, not measured: one molecule with the formula C8H17N5O3, with wB97M-V/def2-TZVPD.

Results
F_max = 6.314 eV/Å
structure (SMILES) = [H]/N=C(/N)NCCC[C@H](N)C(=O)NCC(=O)O
relative energy (zero: lowest compared OMol25 entry of this formula, charge and spin) = 81.90 kcal per mole
HOMO = -9.23 eV

```
! wB97M-V def2-TZVPD RIJCOSX def2/J DEFGRID3
* xyz 0 1
C 1.2528 1.9136 0.6189
C 1.9856 0.7233 -0.0731
C -0.1020 1.1422 0.9918
C -1.1166 1.3649 -0.1606
C -2.5099 0.7084 -0.0715
C -3.6179 -1.3546 -0.3436
C 3.0294 -1.5627 0.2803
C 4.3288 -1.6192 -0.2814
H 0.2914 2.4673 -0.8824
H 1.8130 2.9960 -0.9033
H 1.7685 2.3450 1.4739
H -0.4709 1.3642 1.9868
H -0.0714 -0.0112 1.0724
H -0.5975 0.8698 -0.9900
H -1.3980 2.4054 -0.4190
H -3.0528 1.1192 -0.9842
H -3.0476 1.1440 0.7655
H -1.6741 -1.2489 0.2779
H -4.5885 0.0603 -1.2193
H -3.0903 -2.9617 0.7207
H -4.4780 -3.1365 0.0314
H 1.8943 -0.3413 1.6407
H 2.4288 -1.7014 -0.6424
H 2.7520 -2.3893 0.9218
H 3.6465 -0.1993 -1.2466
N 1.0168 2.9851 -0.3442
N -2.5092 -0.7467 -0.0639
N -4.7055 -0.8551 -0.7012
N -3.5576 -2.8028 -0.0845
N 2.3329 -0.3002 0.7400
O 2.4341 0.7941 -1.1870
O 5.0431 -2.4773 0.2043
O 4.5696 -0.6946 -1.1282
*
```


# 3
Computed, not measured: C19H22BFInN2O12 as an isolated structure, with wB97M-V/def2-TZVPD.

Results
F_max = 1.985 eV/Å
relative energy (zero: lowest compared OMol25 entry of this formula, charge and spin) = 9.42 kcal per mole
HOMO = -4.84 eV

```
! wB97M-V def2-TZVPD RIJCOSX def2/J DEFGRID3
* xyz -1 1
C 2.9806 2.9658 1.5428
B 1.8499 2.9474 0.4341
O 2.2319 3.3080 -0.8674
In -0.3212 2.4010 0.9970
C -1.2976 1.0309 -0.5047
C -0.6806 -0.2808 -0.5973
O -0.5689 -1.0928 0.2756
F -0.1958 -0.5754 -1.8430
C -1.5407 4.2624 1.0879
C -2.8918 4.1757 1.8070
O -2.7440 4.1950 3.2188
C -3.7493 3.0041 1.4073
N -3.5253 1.8064 2.2312
O -0.1443 1.4245 2.9220
C -0.0500 2.3251 3.7709
N 0.1399 3.1188 4.6110
H 3.6872 2.1455 1.4093
H 3.5417 3.8998 1.5366
H 2.5556 2.8620 2.5365
H 2.5696 2.5603 -1.3611
H -1.2539 1.5439 -1.4598
H -2.3434 0.9492 -0.2527
H -0.9358 5.0075 1.5929
H -1.7327 4.5876 0.0682
H -3.4529 5.0786 1.5359
H -2.1793 4.9448 3.3981
H -4.7870 3.2949 1.5661
H -3.6713 2.8042 0.3419
H -2.5867 1.7722 2.6058
H -3.6807 0.9953 1.6528
C 0.1480 -1.5189 -4.8304
C -0.0166 -0.3772 -5.5131
C 0.2453 -0.2919 -6.9895
O 0.0576 0.7717 -7.5500
C 0.7142 -1.4859 -7.6775
C 0.8812 -2.6239 -6.9945
C 0.5950 -2.7157 -5.5225
O 0.7564 -3.7935 -4.9823
O 1.3073 -3.7490 -7.5590
O -0.4203 0.7501 -4.9422
H -0.0396 -1.5909 -3.7681
H 0.9150 -1.4096 -8.7367
H 1.3334 -4.4083 -6.8399
H -0.4569 1.4149 -5.6534
C 1.2534 -3.3704 2.4198
C 1.6370 -2.6596 3.4925
C 1.7598 -3.2848 4.8541
O 2.1324 -2.5918 5.7801
C 1.4262 -4.6958 4.9968
C 1.0420 -5.3983 3.9264
C 0.9432 -4.7792 2.5615
O 0.6024 -5.5000 1.6400
O 0.7215 -6.6886 3.9845
O 1.9294 -1.3740 3.4231
H 1.1576 -2.9285 1.4372
H 1.5025 -5.1334 5.9821
H 0.4853 -6.9373 3.0710
H 2.1641 -1.0922 4.3262
*
```


# 4
Computed, not measured: one molecule with the formula C6H6O2, with wB97M-V/def2-TZVPD.

Results
F_max = 6.153 eV/Å
structure (SMILES) = C=C1O[C@@H]2C[C@@H]2C1=O
relative energy (zero: lowest compared OMol25 entry of this formula, charge and spin) = 49.49 kcal per mole
HOMO = -9.09 eV

```
! wB97M-V def2-TZVPD RIJCOSX def2/J DEFGRID3
* xyz 0 1
C -2.3917 -0.8230 0.1547
C -1.0654 -0.4891 -0.0544
C 1.1916 -0.3868 -0.5675
C 1.8362 0.0838 0.6855
C 0.8820 0.9325 -0.2337
C -0.5686 0.9362 -0.0521
H -3.0085 0.0645 0.3835
H -2.7273 -1.7652 0.1122
H 1.6494 -0.7633 -1.4916
H 2.8833 0.3069 0.7541
H 1.4437 -0.4201 1.5761
H 1.1971 1.7436 -0.9894
O 0.0638 -1.2967 -0.2241
O -1.3856 1.8767 -0.0533
*
```


# 5
Computed, not measured: C3H2ClN as an isolated structure, with wB97M-V/def2-TZVPD.

Results
F_max = 4.394 eV/Å
relative energy (zero: lowest compared OMol25 entry of this formula, charge and spin) = 45.21 kcal per mole
HOMO = -11.01 eV

```
! wB97M-V def2-TZVPD RIJCOSX def2/J DEFGRID3
* xyz 0 1
C 0.9159 -0.7246 2.4773
C 0.0562 0.0804 0.2312
C 0.0878 -0.1682 1.5193
N 1.7034 -1.0346 3.2560
Cl -1.2737 1.0664 2.8304
H -0.6745 0.6900 -0.1374
H 0.7226 -0.4014 -0.3198
*
```